No. 1
{
  "formula": "C5H9NO",
  "method": "ωB97M-V with the def2-TZVPD basis set",
  "elements": ["C", "C", "C", "O", "C", "C", "N", "H", "H", "H", "H", "H", "H", "H", "H", "H"],
  "coordinates": [[-0.008, -1.024, 1.535], [-0.325, -0.650, 0.094], [-0.488, 0.858, -0.189], [0.268, 1.665, 0.696], [0.141, 1.003, -1.583], [1.116, -0.148, -1.786], [0.781, -0.986, -0.827], [-0.839, -0.762, 2.201], [0.152, -2.103, 1.634], [0.893, -0.505, 1.871], [-1.229, -1.180, -0.238], [1.249, -1.879, -0.730], [-1.548, 1.149, -0.164], [-0.169, 1.662, 1.557], [0.620, 1.979, -1.696], [-0.616, 0.921, -2.375]],
  "mulliken_charge": [-1.584, 0.427, 0.010, -0.562, -0.583, -0.541, -0.048, 0.313, 0.409, 0.430, 0.209, 0.222, 0.373, 0.319, 0.349, 0.255],
  "relative_energy_ev": 2.4898,
  "orbital_gap_ev": 8.838
}

---

No. 2
{
  "formula": "C50H50BBrF4N4O6PS2Y",
  "method": "ωB97M-V with the def2-TZVPD basis set",
  "elements": ["Y", "Br", "C", "C", "C", "C", "C", "C", "C", "C", "C", "C", "H", "H", "H", "H", "H", "H", "O", "S", "O", "O", "C", "C", "C", "C", "C", "C", "S", "O", "O", "O", "H", "H", "H", "H", "C", "C", "C", "P", "C", "C", "C", "C", "C", "C", "C", "C", "C", "C", "N", "C", "C", "C", "C", "C", "C", "C", "C", "C", "H", "H", "H", "H", "H", "H", "H", "H", "H", "H", "H", "H", "H", "H", "H", "H", "H", "H", "H", "H", "H", "H", "H", "H", "H", "H", "H", "H", "H", "H", "H", "N", "C", "C", "C", "C", "C", "C", "N", "C", "C", "C", "C", "N", "C", "C", "H", "H", "H", "H", "H", "H", "H", "H", "H", "F", "B", "F", "F", "F"],
  "coordinates": [[-0.737, 0.893, 0.874], [-2.535, 2.523, 3.030], [-1.125, 3.397, 3.924], [-1.496, 4.227, 4.941], [-0.510, 4.934, 5.660], [0.801, 4.773, 5.321], [1.185, 3.916, 4.258], [2.558, 3.783, 3.935], [2.922, 2.964, 2.916], [1.937, 2.248, 2.193], [0.580, 2.295, 2.422], [0.216, 3.183, 3.505], [-2.546, 4.338, 5.186], [-0.801, 5.593, 6.470], [1.583, 5.299, 5.862], [3.292, 4.333, 4.515], [3.969, 2.837, 2.659], [2.324, 1.616, 1.413], [-5.238, 0.671, -0.450], [-4.290, 1.686, -0.051], [-4.770, 2.642, 0.920], [-2.985, 1.093, 0.304], [-4.049, 2.678, -1.532], [-5.227, 2.875, -2.253], [-5.250, 3.704, -3.360], [-4.093, 4.351, -3.768], [-2.913, 4.157, -3.071], [-2.880, 3.324, -1.954], [-1.278, 3.088, -1.212], [-0.986, 1.650, -1.406], [-0.383, 3.950, -1.946], [-1.368, 3.360, 0.218], [-6.117, 2.354, -1.924], [-6.175, 3.844, -3.906], [-4.105, 4.999, -4.637], [-1.992, 4.633, -3.373], [-4.942, -0.161, 2.910], [-4.116, -1.194, 2.142], [-4.751, -2.573, 2.327], [-2.267, -1.048, 2.432], [-2.106, -0.980, 4.288], [-0.783, -0.337, 4.722], [-2.335, -2.234, 5.134], [-1.719, -2.619, 1.691], [-1.889, -3.867, 2.294], [-1.738, -5.073, 1.630], [-1.944, -6.397, 2.328], [-1.464, -4.995, 0.266], [-1.271, -3.786, -0.367], [-1.305, -2.542, 0.329], [-0.994, -1.353, -0.280], [-0.509, -1.464, -1.623], [0.771, -1.974, -1.919], [1.613, -2.632, -0.863], [1.263, -1.911, -3.225], [0.520, -1.378, -4.266], [1.100, -1.233, -5.653], [-0.779, -0.966, -3.981], [-1.304, -1.023, -2.694], [-2.734, -0.646, -2.440], [-5.991, -0.255, 2.611], [-4.653, 0.867, 2.698], [-4.889, -0.325, 3.992], [-4.188, -0.948, 1.083], [-4.775, -2.874, 3.380], [-4.245, -3.351, 1.759], [-5.788, -2.519, 1.976], [-2.898, -0.266, 4.521], [0.036, -1.049, 4.654], [-0.861, -0.007, 5.765], [-0.515, 0.532, 4.123], [-1.507, -2.932, 5.010], [-3.273, -2.744, 4.907], [-2.362, -1.944, 6.190], [-2.195, -3.910, 3.329], [-2.012, -6.257, 3.409], [-1.118, -7.089, 2.137], [-2.865, -6.894, 2.001], [-1.396, -5.912, -0.316], [-1.059, -3.774, -1.428], [1.409, -2.235, 0.126], [2.677, -2.519, -1.076], [1.394, -3.701, -0.825], [2.270, -2.279, -3.418], [2.002, -1.838, -5.767], [1.369, -0.191, -5.863], [0.385, -1.540, -6.421], [-1.406, -0.584, -4.785], [-3.195, -0.219, -3.333], [-2.813, 0.063, -1.621], [-3.310, -1.526, -2.138], [5.265, 0.727, -4.394], [6.530, 0.493, -4.888], [7.087, 0.601, -6.159], [8.426, 0.275, -6.282], [9.180, -0.143, -5.173], [8.614, -0.247, -3.915], [7.266, 0.075, -3.772], [6.461, 0.052, -2.642], [5.288, 0.443, -3.051], [4.078, 0.562, -2.214], [4.041, -0.015, -0.956], [2.873, 0.062, -0.218], [1.764, 0.673, -0.652], [1.815, 1.246, -1.860], [2.943, 1.216, -2.662], [4.450, 0.989, -4.918], [6.502, 0.921, -7.013], [8.901, 0.344, -7.253], [10.226, -0.390, -5.310], [9.191, -0.573, -3.057], [4.902, -0.544, -0.568], [2.815, -0.421, 0.748], [0.917, 1.725, -2.212], [2.899, 1.714, -3.625], [2.993, -1.933, 2.120], [1.917, -1.494, 2.924], [1.292, -2.575, 3.562], [2.366, -0.539, 3.849], [0.940, -0.852, 2.049]],
  "mulliken_charge": [-1.053, 0.070, 0.790, -0.884, -0.698, -0.782, 1.231, -1.313, -1.346, -0.087, 1.351, -0.334, 0.417, 0.355, 0.318, 0.276, 0.414, 0.462, -0.820, 1.924, -0.834, 1.372, 0.026, -1.247, -0.533, -0.612, -0.665, -0.231, 1.720, -0.352, -0.789, -0.783, 0.512, 0.384, 0.360, 0.560, -1.457, 1.507, -1.761, 1.401, 1.040, -1.791, -1.965, -0.005, -0.363, 0.587, -1.847, -1.174, -0.662, -0.518, 1.607, -0.568, 1.219, -1.785, -0.609, 0.708, -1.774, -0.837, 0.460, -1.058, 0.450, 0.279, 0.308, -0.422, 0.227, 0.342, 0.491, 0.276, 0.276, 0.565, 0.253, 0.322, 0.297, 0.457, 0.035, 0.363, 0.377, 0.308, 0.277, 0.608, -0.091, 0.510, 0.501, 0.268, 0.397, 0.246, 0.410, 0.317, 0.402, -0.318, 0.282, 0.128, 0.688, -1.061, -0.369, -0.438, -0.690, 0.420, -0.732, 0.080, 0.872, -1.288, -0.052, 1.153, -1.463, -1.122, 0.154, 0.373, 0.370, 0.366, 0.423, 0.592, 0.302, 0.382, 0.477, -0.325, 0.172, -0.336, -0.344, 0.721],
  "charge": -2,
  "orbital_gap_ev": 5.478
}

---

No. 3
{
  "formula": "C4H7NO",
  "method": "ωB97M-V with the def2-TZVPD basis set",
  "elements": ["C", "C", "O", "C", "N", "C", "H", "H", "H", "H", "H", "H", "H"],
  "coordinates": [[0.307, 0.319, 0.989], [1.344, 0.232, -0.106], [1.091, -0.747, -1.002], [-0.168, -1.331, -1.080], [-1.208, -1.022, -0.452], [-1.125, 0.053, 0.534], [0.617, -0.459, 1.702], [0.406, 1.279, 1.505], [0.717, 1.690, -0.996], [1.496, 1.385, -0.735], [-0.149, -2.131, -1.817], [-1.768, -0.222, 1.377], [-1.560, 0.953, 0.081]],
  "mulliken_charge": [-0.598, -0.179, -0.263, 0.093, -0.462, -0.397, 0.293, 0.337, 0.043, 0.122, 0.404, 0.313, 0.292],
  "relative_energy_ev": 5.2798,
  "orbital_gap_ev": 8.652
}

---

No. 4
{
  "formula": "C24H23BrN9O5RhS2",
  "method": "ωB97M-V with the def2-TZVPD basis set",
  "elements": ["Rh", "O", "C", "C", "C", "C", "C", "C", "C", "C", "N", "H", "H", "H", "H", "H", "H", "H", "H", "H", "H", "H", "Br", "C", "C", "C", "C", "C", "C", "N", "N", "C", "C", "C", "C", "O", "C", "N", "C", "C", "C", "C", "H", "H", "H", "H", "H", "H", "H", "H", "H", "O", "S", "O", "O", "S", "N", "N", "N", "C", "N", "N", "H", "H", "H"],
  "coordinates": [[-0.919, -0.586, -0.820], [-0.076, -1.036, 1.447], [0.211, -2.458, 1.474], [-0.996, -3.205, 2.013], [-2.281, -2.724, 1.330], [-2.347, -3.150, -0.107], [-3.046, -4.289, -0.484], [-3.047, -4.691, -1.806], [-2.321, -3.955, -2.729], [-1.657, -2.831, -2.292], [-1.700, -2.418, -1.018], [0.764, -0.590, 1.293], [1.073, -2.646, 2.116], [0.449, -2.809, 0.475], [-1.087, -3.030, 3.087], [-0.844, -4.270, 1.832], [-2.280, -1.635, 1.396], [-3.145, -3.118, 1.864], [-3.564, -4.862, 0.272], [-3.595, -5.570, -2.113], [-2.246, -4.259, -3.762], [-1.060, -2.231, -2.970], [0.884, 5.002, 5.177], [1.951, 4.666, 3.647], [2.301, 5.718, 2.807], [3.086, 5.475, 1.702], [3.510, 4.168, 1.395], [3.129, 3.115, 2.258], [2.366, 3.367, 3.377], [4.216, 3.975, 0.253], [4.466, 2.814, -0.231], [3.621, 1.917, -0.708], [4.078, 0.600, -0.978], [3.209, -0.430, -1.226], [1.812, -0.239, -1.158], [0.939, -1.203, -1.283], [1.328, 1.092, -0.967], [-0.031, 1.249, -0.915], [-0.521, 2.476, -0.990], [0.281, 3.604, -1.118], [1.654, 3.472, -1.036], [2.206, 2.199, -0.901], [1.954, 6.718, 3.024], [3.345, 6.277, 1.024], [3.448, 2.106, 2.032], [2.091, 2.559, 4.041], [5.142, 0.414, -0.931], [3.557, -1.430, -1.444], [-1.598, 2.588, -0.956], [-0.178, 4.572, -1.257], [2.295, 4.339, -1.107], [-0.021, -4.970, -1.001], [1.403, -5.049, -1.291], [1.777, -6.070, -2.243], [2.247, -4.921, -0.123], [1.816, -3.305, -2.477], [-5.354, 1.651, -1.935], [-4.419, 1.134, -1.093], [-4.345, 1.473, 0.169], [-3.248, 0.848, 0.563], [-2.695, 0.169, -0.451], [-3.465, 0.354, -1.506], [-6.199, 1.903, -1.445], [-5.467, 1.084, -2.762], [-2.856, 0.886, 1.563]],
  "lowdin_spin": [0.854, 0.076, 0.003, 0.000, 0.001, 0.001, 0.001, -0.001, 0.003, 0.016, 0.009, 0.001, 0.001, 0.002, 0.000, 0.000, 0.000, 0.000, 0.000, 0.000, 0.000, 0.009, 0.025, 0.104, -0.013, 0.088, 0.033, 0.093, -0.012, 0.534, 0.525, 0.030, 0.133, -0.031, 0.155, 0.241, 0.048, 0.059, -0.020, 0.055, -0.016, 0.066, -0.003, 0.005, 0.006, -0.003, 0.007, -0.004, -0.002, 0.004, 0.001, 0.008, 0.011, 0.086, 0.003, 0.786, 0.000, 0.001, 0.000, 0.001, 0.007, 0.010, 0.000, 0.000, 0.000],
  "relative_energy_ev": 0.5397,
  "multiplicity": 5,
  "orbital_gap_ev": [6.285, 5.931]
}

---

No. 5
{
  "formula": "C6H13N2O",
  "method": "ωB97M-V with the def2-TZVPD basis set",
  "elements": ["C", "C", "C", "C", "C", "O", "C", "N", "N", "H", "H", "H", "H", "H", "H", "H", "H", "H", "H", "H", "H", "H"],
  "coordinates": [[-1.897, 0.504, -1.592], [-1.192, 0.158, -0.287], [-0.391, 1.045, 0.540], [-0.359, 0.928, 2.122], [0.396, 0.183, -0.417], [0.865, 0.766, -1.575], [1.227, -1.042, -0.064], [2.451, -0.996, -0.581], [0.811, -1.802, 0.920], [-1.557, 1.371, -2.187], [-2.990, 0.725, -1.539], [-1.827, -0.349, -2.243], [-1.716, -0.774, 0.140], [-0.351, 2.074, 0.249], [0.037, -0.011, 2.587], [-1.505, 1.154, 2.448], [0.261, 1.707, 2.564], [0.372, 0.315, -2.252], [2.561, -0.168, -1.186], [3.307, -1.614, -0.324], [0.011, -1.694, 1.470], [1.488, -2.479, 1.206]],
  "mulliken_charge": [-1.899, 0.208, -0.021, -1.266, 0.721, -0.687, 0.318, -0.375, -0.305, 0.398, 0.370, 0.488, 0.228, 0.492, 0.262, 0.269, 0.383, 0.441, 0.293, 0.264, 0.180, 0.240],
  "relative_energy_ev": 1.7163,
  "smiles": "C[C@@H]1[C@@H](C)C1(O)C(N)=[NH2+]",
  "charge": 1,
  "orbital_gap_ev": 10.602
}

---

No. 6
{
  "formula": "C5H4FN3O3",
  "method": "ωB97M-V with the def2-TZVPD basis set",
  "elements": ["O", "C", "N", "C", "O", "C", "N", "C", "F", "H", "H", "H", "N", "C", "O", "H"],
  "coordinates": [[1.144, -3.950, 0.410], [0.695, -2.850, 0.244], [1.479, -1.780, -0.259], [0.718, -0.649, -0.185], [1.268, 0.537, -0.305], [-0.692, -0.935, -0.145], [-0.650, -2.373, 0.189], [-1.257, -1.442, 1.084], [-0.883, -1.081, 2.285], [2.559, -1.861, -0.479], [0.627, 1.277, -0.264], [-2.379, -1.598, 1.043], [-2.803, 1.002, 0.427], [-1.657, 1.245, 0.273], [-0.733, 1.953, 0.276], [-3.423, 0.218, 0.640]],
  "mulliken_charge": [-0.531, 0.305, -0.083, 0.539, -0.535, -0.774, -0.236, 0.284, -0.322, 0.316, 0.459, 0.504, -0.419, 0.746, -0.557, 0.301],
  "relative_energy_ev": 2.3744,
  "smiles": "O=c1[nH]c(O)c2n1[C@H]2F.N=C=O",
  "orbital_gap_ev": 8.947
}

---

Asked for maximum force across the records above, the calculation gives 0.013, 0.018, 0.008, 0.030, 0.069, 0.071 Eh/bohr in order.